# C56H126F4N9O8S4

C56H126F4N9O8S4 as an isolated structure in a non-equilibrium geometry (ωB97M-V/def2-TZVPD, the Open Molecules 2025 dataset).

Results
Net charge = +5
HOMO level = -17.8 eV
HOMO-LUMO gap = 9.04 eV
Multiplicity = 1

XYZ file:
```
207
Properties=species:S:1:pos:R:3:forces:R:3:mulliken_charge:R:1
C 13.946626 16.944092 13.784974 1.3 -0.5 0.2 -1.220
C 13.129726 15.772127 14.318662 -1.3 0.1 0.2 -0.436
C 13.964240 14.947199 15.343557 -1.0 -1.3 -0.8 0.388
N 13.402357 13.558794 15.770509 -0.3 1.1 -0.6 0.345
C 13.269387 12.674619 14.576378 -1.3 0.7 -0.1 -1.117
C 14.301059 12.905606 16.749537 0.3 0.3 0.0 1.485
C 13.505085 11.705204 17.236423 0.1 0.0 0.1 -0.532
C 11.997338 12.163422 17.090508 0.8 -1.4 -0.3 -0.965
C 12.125600 13.555068 16.531258 -0.8 0.5 1.0 0.360
H 14.839212 16.499983 13.348628 0.3 0.1 -0.3 0.253
H 14.350017 17.678321 14.504461 -0.6 -0.4 0.1 0.204
H 13.475152 17.480507 12.987818 -0.6 0.3 -0.3 0.470
H 12.666535 15.207487 13.485249 1.3 -0.3 0.0 0.347
H 12.143267 16.132726 14.641339 0.4 0.2 1.2 0.388
H 14.171571 15.443435 16.277374 0.0 0.4 0.2 -0.042
H 14.912453 14.645541 14.884136 0.0 0.4 0.1 -0.241
H 13.051670 11.659208 14.904695 0.2 0.2 -0.2 0.528
H 14.180778 12.755520 14.008782 0.2 -0.2 -0.3 0.229
H 12.398842 13.077635 14.020373 0.7 -0.5 0.0 0.363
H 15.234721 12.771377 16.220538 0.4 -0.5 0.1 0.294
H 14.493971 13.600487 17.574930 -0.2 -0.1 -0.4 -1.416
H 13.801812 10.764833 16.746656 -0.5 0.3 0.0 0.474
H 13.792592 11.632370 18.265954 -0.2 -0.5 0.6 0.351
H 11.443378 11.547325 16.372859 0.2 -0.1 0.2 0.300
H 11.461134 12.097004 18.039263 0.2 0.3 -0.2 0.514
H 11.243986 13.803854 15.956684 0.1 0.4 -0.5 0.725
H 12.230715 14.232359 17.382795 0.1 0.3 -0.3 -0.721
C 18.646353 19.139671 11.908082 -0.8 0.0 -0.2 -1.394
C 20.017254 18.615981 11.658499 1.9 0.5 0.5 0.488
C 20.210078 17.949459 10.315210 -0.1 -2.1 0.0 -0.769
N 21.481336 17.084501 10.223455 0.4 0.2 0.5 0.295
C 21.581425 16.028977 11.296415 -0.6 0.1 -1.1 -1.179
C 22.750006 17.942316 10.232865 0.1 -1.1 -0.1 -0.499
C 23.767778 17.227735 9.293948 0.5 0.4 0.9 -0.631
C 23.040024 16.026497 8.670312 -0.1 0.9 -0.7 -0.720
C 21.601204 16.405513 8.900103 -1.3 -0.6 -0.4 -0.581
H 18.659814 19.786838 12.802561 -0.2 -0.2 -0.5 0.348
H 17.964809 18.294673 12.066478 -0.1 0.3 0.1 0.256
H 18.314681 19.683722 11.016896 -0.2 0.2 0.4 0.419
H 20.298608 17.973708 12.511405 -0.1 0.0 -0.5 -0.251
H 20.717490 19.470475 11.707883 -0.1 -0.3 0.0 0.311
H 20.258394 18.615345 9.461322 0.0 0.3 0.1 0.520
H 19.423725 17.199991 10.103416 0.0 0.5 0.2 0.323
H 22.475159 15.488516 11.019503 0.6 0.0 0.8 0.519
H 20.784780 15.284442 11.203024 -0.3 0.5 -0.1 0.307
H 21.501361 16.518903 12.252227 0.5 -0.3 0.3 0.257
H 23.149737 17.876918 11.236558 -0.2 0.9 0.3 0.159
H 22.446985 18.920611 9.860572 0.3 0.0 0.4 0.520
H 24.670604 16.953028 9.857934 -0.3 0.0 -0.2 0.333
H 24.084288 17.965291 8.550562 0.0 -0.4 -0.1 0.338
H 23.305139 14.994339 8.920741 0.2 0.5 0.3 0.327
H 23.191002 16.177362 7.610032 0.1 -0.7 -0.4 0.370
H 20.880155 15.571342 8.837442 0.2 0.5 0.0 0.444
H 21.324624 17.181920 8.200554 -0.2 0.0 -0.4 0.493
C 22.460954 19.160378 16.267021 -0.2 -1.5 -0.3 -1.409
C 22.392134 17.605676 16.582550 -0.1 -0.4 1.2 1.381
C 23.768796 16.922861 16.548172 0.3 0.4 1.1 -0.831
N 23.851651 15.470908 17.105295 -0.2 -0.1 -2.1 0.135
C 23.612095 15.473369 18.532315 -0.3 -0.2 1.3 -1.022
C 25.225388 14.931574 16.752165 0.6 1.3 1.1 -0.342
C 25.147904 14.601895 15.289102 -1.6 -1.7 -0.4 -0.859
C 23.648583 13.957026 15.157855 0.6 0.9 0.3 -0.433
C 22.880468 14.464961 16.419330 0.8 1.0 -0.1 -0.168
H 21.508688 19.524978 15.853030 0.2 -0.2 0.4 0.370
H 23.186455 19.274570 15.446350 0.0 0.4 0.5 0.502
H 22.709837 19.741171 17.175424 0.2 -0.3 -0.7 0.286
H 21.721787 17.012965 15.954071 -0.1 0.6 -0.4 -0.460
H 22.007757 17.409268 17.608255 -0.1 0.5 -0.5 -0.302
H 24.416126 17.387033 17.326035 -0.1 0.3 -1.1 0.263
H 24.177869 16.978396 15.527985 0.1 -0.3 0.6 0.347
H 22.575768 15.767240 18.658856 -0.1 -0.1 0.4 0.379
H 24.270818 16.147381 19.079726 0.0 0.2 -0.3 0.359
H 23.786981 14.477562 18.966090 -0.2 0.2 -0.4 0.425
H 25.400012 14.097263 17.452724 0.0 0.1 -0.7 0.495
H 25.965974 15.735724 17.023156 -0.6 -0.8 -0.4 0.376
H 25.860236 13.797845 15.028843 -0.1 0.8 -0.1 0.448
H 25.227540 15.485611 14.641742 0.3 -0.5 0.2 0.290
H 23.732350 12.879511 15.176544 0.1 -0.3 0.2 0.373
H 23.154667 14.167424 14.192658 0.2 0.4 0.6 0.273
H 22.737892 13.739208 17.201725 0.0 -0.7 0.0 0.516
H 21.907070 14.957166 16.324647 0.2 -0.1 -0.4 -0.314
C 22.868217 23.989010 19.455277 0.1 0.1 -1.0 -1.438
C 21.681203 23.132200 19.832801 -0.8 0.8 0.7 -0.042
C 21.862972 21.656419 19.754626 1.3 -0.9 0.8 -0.425
N 20.741223 20.858344 20.362474 -2.7 -1.3 -2.7 0.559
C 20.527518 21.111016 21.782202 0.8 0.2 0.8 -1.041
C 19.332922 21.074153 19.710488 -1.1 -0.9 0.6 -0.639
C 18.644485 19.656198 19.630529 0.5 0.3 -1.1 -0.226
C 19.555368 18.670344 20.327180 0.2 0.8 0.5 -0.234
C 20.887902 19.375626 20.107611 1.7 -1.0 -0.1 -0.524
H 23.284240 23.641724 18.509606 0.0 0.1 -0.2 0.354
H 23.705341 24.048403 20.139255 -0.2 -0.1 0.5 0.388
H 22.440624 24.976139 19.269766 0.5 0.1 0.1 0.375
H 20.855151 23.488225 19.205980 -0.1 -0.4 0.0 0.360
H 21.396688 23.385301 20.858078 0.0 0.1 0.0 0.254
H 22.719497 21.348289 20.395815 -0.2 0.3 -0.5 0.256
H 22.091121 21.296571 18.743004 -0.5 0.0 0.2 0.051
H 20.110609 22.111098 21.858041 0.3 0.0 0.5 0.479
H 21.520185 21.003748 22.230344 -0.4 0.2 0.5 0.316
H 19.819834 20.399911 22.209998 0.2 0.1 -0.2 0.333
H 18.784036 21.661212 20.450181 0.1 0.3 -0.6 0.253
H 19.302268 21.524695 18.719675 0.7 0.3 0.3 0.386
H 17.624903 19.651672 19.977866 -0.3 0.2 0.3 0.455
H 18.612512 19.297455 18.598107 -0.2 0.5 -0.1 0.070
H 19.238727 18.554218 21.359960 0.4 -0.2 0.2 0.279
H 19.534477 17.704723 19.837846 0.1 -0.2 0.0 -0.257
H 21.781358 19.010925 20.626933 -0.4 0.1 0.5 0.531
H 21.185994 19.207512 19.060514 -0.4 0.6 0.0 -0.010
C 17.031530 10.566913 18.320104 1.9 -1.1 -0.4 -0.551
C 18.182822 10.023959 17.381224 -0.5 0.3 0.6 -0.553
C 18.497043 11.132090 16.395182 -0.1 -1.2 -1.6 -0.828
N 19.598511 10.773026 15.388601 -0.1 -0.4 -0.5 1.181
C 19.734774 11.961818 14.509596 -0.1 0.3 0.5 -0.726
C 19.163487 9.514989 14.536462 0.4 0.4 0.7 -0.474
C 20.177307 8.451631 14.940298 0.7 0.1 -1.1 -0.606
C 21.459462 9.340360 14.991062 0.1 -1.9 0.7 -0.524
C 20.954497 10.356767 15.956599 -0.6 0.5 0.9 -0.162
H 17.452763 11.421677 18.846249 -0.3 -0.1 0.4 -0.394
H 16.709268 9.733810 18.972913 -0.1 0.8 -0.2 0.519
H 16.243905 10.968903 17.710518 -0.6 -0.1 -0.2 -0.126
H 17.913594 9.087027 16.882918 -0.6 0.4 -0.3 0.561
H 19.061472 9.659666 17.908607 0.1 0.6 0.7 0.411
H 18.712950 12.140239 16.718947 0.1 0.0 0.8 -0.129
H 17.620856 11.214496 15.723604 0.2 0.2 0.4 0.391
H 20.441425 11.754590 13.712586 0.1 0.1 0.0 0.536
H 20.042635 12.795017 15.160131 0.0 -0.2 -0.5 -0.195
H 18.743052 12.188371 14.109586 0.2 0.0 -0.1 0.349
H 19.236431 9.803821 13.478708 -0.1 -0.2 0.4 0.388
H 18.152614 9.319095 14.852155 -0.3 -0.2 -0.4 0.258
H 20.275426 7.604144 14.256626 -0.2 0.4 -0.3 0.466
H 19.938315 7.985421 15.892371 0.1 0.3 0.3 0.249
H 21.729096 9.689419 13.985699 0.0 0.1 0.4 0.293
H 22.312517 8.786989 15.434306 -0.4 0.4 -0.4 0.420
H 21.597498 11.211181 16.182134 -0.3 0.2 -0.3 -0.258
H 20.721668 9.839595 16.906846 0.4 0.4 -0.5 0.264
C 19.870929 14.935466 22.568501 -0.8 -0.4 -0.5 -1.469
C 18.838993 13.744875 22.235601 1.7 2.0 -0.3 0.937
C 19.188811 12.631704 23.162100 0.5 -0.2 1.0 -1.192
N 18.884619 11.227879 22.727094 1.0 -0.7 -0.9 0.280
C 17.476521 10.928315 23.004322 -0.9 -0.8 -0.4 -1.100
C 19.332138 10.992823 21.264695 0.5 -0.4 1.2 0.479
C 20.898920 10.952683 21.398240 -0.7 -0.2 0.4 -0.547
C 21.159509 10.275112 22.821630 -1.0 0.7 -0.9 -0.883
C 19.782343 10.258418 23.522599 -0.6 0.7 -0.6 -0.546
H 19.742651 15.791200 21.901842 -0.5 -0.1 0.0 0.074
H 20.918442 14.679534 22.423472 0.1 -0.5 0.2 0.452
H 19.724728 15.287436 23.605318 0.1 -0.3 -0.4 0.437
H 18.887507 13.418479 21.201120 0.3 0.5 -0.1 -0.415
H 17.876821 14.204508 22.346326 -0.8 -0.3 0.3 0.331
H 18.664678 12.755081 24.102497 0.0 0.0 0.3 0.374
H 20.261906 12.666046 23.408858 -0.3 -0.1 -0.3 0.583
H 17.194405 9.926934 22.661653 0.4 0.1 -0.2 0.417
H 16.830839 11.625887 22.473595 0.0 0.2 0.3 0.416
H 17.337399 10.888273 24.080261 -0.2 0.5 0.1 0.391
H 18.912382 10.019080 20.935579 0.3 0.5 0.4 0.429
H 18.889697 11.782720 20.670794 0.2 -0.2 -0.2 -0.794
H 21.338464 10.376474 20.571781 -0.2 0.1 0.4 0.497
H 21.364264 11.953421 21.354109 -0.5 -0.3 0.1 0.253
H 21.481397 9.256270 22.656199 0.3 -0.1 0.3 0.362
H 21.888780 10.855234 23.385999 0.0 -0.3 0.0 0.358
H 19.248023 9.309492 23.454280 0.4 -0.1 0.0 0.485
H 19.711494 10.623416 24.547804 0.4 -0.2 0.0 0.435
C 9.055917 16.239187 20.064295 1.7 -0.8 1.6 -1.460
C 10.612808 16.316927 20.167521 -0.6 1.0 0.1 0.680
C 10.970394 17.773870 19.933558 0.8 -0.4 -0.2 -1.233
N 12.484007 18.092078 19.849222 -0.8 -0.7 0.2 0.552
C 13.188609 17.749880 21.119995 0.2 1.8 0.1 -0.902
C 12.657647 19.539216 19.452246 0.8 0.8 -0.4 -0.479
C 13.778828 19.589593 18.365000 -0.8 -1.3 0.0 -0.783
C 14.296391 18.138265 18.276580 0.2 -0.2 1.1 -0.020
C 13.086183 17.352500 18.698194 -0.7 -0.2 -0.4 -0.240
H 8.637167 16.922560 20.796822 -0.4 0.6 -0.6 0.399
H 8.777514 15.270760 20.492875 -0.2 -0.1 -0.7 0.394
H 8.831919 16.368370 19.019834 -0.9 0.1 -0.1 0.406
H 10.984184 15.710929 19.336665 0.5 -0.3 0.7 -0.366
H 10.954439 16.102171 21.192714 0.0 -0.8 -0.6 0.304
H 10.616534 18.369775 20.754743 -0.3 0.5 0.2 0.551
H 10.556602 18.095393 18.982145 -0.1 0.3 0.0 0.466
H 14.177469 18.206567 21.000757 -0.1 -0.3 0.3 0.445
H 13.281797 16.690401 21.260264 -0.2 -0.5 0.0 0.252
H 12.670033 18.278873 21.943936 0.3 -0.5 -0.4 0.293
H 12.994100 20.180523 20.273246 -0.5 -0.5 0.3 0.300
H 11.710488 19.926209 19.056219 0.3 -0.2 0.3 0.311
H 14.540998 20.272533 18.644364 0.6 0.7 0.1 0.351
H 13.319091 19.883738 17.433356 0.1 0.2 -0.3 0.367
H 15.152167 17.959212 18.959688 -0.4 0.1 -0.3 0.220
H 14.586394 17.725811 17.326686 0.3 0.5 -0.7 0.191
H 13.208019 16.268057 18.828689 0.0 0.5 0.6 -0.470
H 12.295005 17.515810 17.970578 0.1 -0.3 -0.7 0.486
N 19.100519 14.865898 16.171052 0.9 0.0 -5.6 -0.277
S 18.625599 15.733761 14.852775 0.6 -4.7 -0.5 0.795
O 19.594851 15.631550 13.820733 0.6 -0.6 -0.1 -0.267
O 18.038424 16.946515 15.076223 -1.7 3.6 0.6 -0.445
F 17.405057 14.758249 14.374749 0.9 0.5 0.2 -0.245
S 18.678639 15.361840 17.493985 0.7 -2.0 7.5 0.413
O 17.978126 16.581835 17.542648 -0.9 0.5 0.6 -0.337
O 19.759228 15.143124 18.493185 -1.8 0.5 -1.9 -0.525
F 17.613943 14.079191 17.979803 1.5 2.0 -1.0 0.030
N 13.487406 14.155988 20.175890 2.2 0.4 0.1 0.218
S 12.778019 12.898445 20.849749 -1.4 1.8 -1.0 1.078
O 12.469520 13.150403 22.203513 -0.1 -0.6 0.4 -0.654
O 13.293218 11.671810 20.370644 -0.4 -0.8 0.2 -0.570
F 11.420659 13.236194 20.022750 0.3 -1.0 0.7 -0.277
S 15.076043 14.126850 20.299573 -2.7 2.0 -3.0 0.076
O 15.687651 12.910792 20.064362 1.8 -3.6 -0.3 0.071
O 15.630232 14.973264 21.254992 0.8 2.0 1.7 -0.658
F 15.374519 14.881628 18.833233 -0.5 0.3 1.3 -0.515
```
Forces are in eV/Å.

---

# C4H10NOS

An isolated ion of composition C4H10NOS and charge -1 in a non-equilibrium geometry (ωB97M-V/def2-TZVPD, the Open Molecules 2025 dataset).

Results
Structure (SMILES) = [O-]CNCCCS
Net charge = -1
HOMO level = -2.7 eV
HOMO-LUMO gap = 5.79 eV
Multiplicity = 1

XYZ file:
```
17
Properties=species:S:1:pos:R:3:forces:R:3:mulliken_charge:R:1
O 0.824486 -0.000852 3.338648 0.5 -0.4 0.7 -0.821
C 1.321457 0.081289 2.145109 0.3 0.6 -1.1 -0.292
N 0.442382 -0.742297 1.103208 1.5 2.7 -1.2 -0.405
C -0.770704 0.001170 0.838026 -0.6 1.1 2.1 -0.668
C -0.670902 1.061775 -0.379938 -1.4 -0.9 1.6 -1.097
C 0.297584 0.645884 -1.540515 -0.5 1.7 1.3 -0.290
S -0.661201 -0.573759 -2.733995 0.8 1.1 2.3 -0.310
H 2.434979 -0.135870 1.884533 -0.9 -0.9 0.7 0.257
H 1.380395 1.175201 1.785029 -0.8 -0.5 -0.5 0.109
H 0.195051 -1.588170 1.533549 -0.1 -1.1 1.0 0.252
H -1.588089 -0.771594 0.848884 0.2 1.1 -0.7 0.425
H -0.950260 0.690711 1.837151 -0.1 -1.5 -2.2 0.329
H -0.277574 1.912961 0.181874 0.6 0.1 -0.6 0.482
H -1.753711 1.442283 -0.600833 1.8 -1.0 -0.4 0.298
H 1.213731 0.205281 -0.978660 -1.6 0.3 -1.4 0.303
H 0.551574 1.718937 -1.925931 -0.2 -2.4 -0.5 0.286
H -1.384048 -1.007410 -1.629409 0.5 0.2 -1.1 0.141
```
Forces are in eV/Å.